Entry 1:
Entry from OMol25: 2 unconnected molecules or ions with the total composition C5H8O2 (wB97M-V/def2-TZVPD).

```
15
Properties=species:S:1:pos:R:3:forces:R:3:lowdin_charge:R:1
C -1.378 0.485 -0.651 -0.05 -0.07 -0.02 -0.10
C -0.229 1.336 -0.195 0.13 0.05 -0.11 -0.17
C 1.008 1.212 -0.662 -0.18 0.19 0.27 -0.24
O 1.335 0.206 -1.539 0.14 0.04 -0.15 -0.02
H -1.906 0.969 -1.480 0.01 -0.05 0.09 0.08
H -1.035 -0.490 -1.009 -0.05 0.16 0.03 0.07
H -2.105 0.318 0.150 0.13 0.04 -0.07 0.07
H -0.411 2.107 0.549 0.06 -0.04 -0.16 0.10
H 1.829 1.850 -0.338 -0.15 -0.10 -0.05 0.11
H 2.198 0.384 -1.925 -0.08 -0.05 0.06 0.10
C 0.608 -1.404 1.366 -0.08 -0.04 0.00 0.00
C -0.491 -2.103 1.513 -0.52 -0.43 0.11 -0.27
O -1.465 -2.737 1.642 0.81 0.55 -0.12 0.15
H 1.047 -1.299 0.380 -0.11 -0.10 0.15 0.05
H 0.995 -0.834 2.200 -0.08 -0.13 -0.05 0.07
```
Positions in Å, forces in eV/Å.

## Properties
* structure (SMILES): C/C=C\O.C=C=O
* net charge: 0
* E_tot: -9407.79474 eV
* gap between HOMO and LUMO: 9.297 eV
* LUMO energy: 0.64 eV

Entry 2:
Entry from OMol25: 2 unconnected molecules or ions with the total composition C5H8O2 (wB97M-V/def2-TZVPD).

```
15
Properties=species:S:1:pos:R:3:forces:R:3:lowdin_charge:R:1
C 1.165 -0.484 -0.219 -0.03 0.20 0.00 -0.15
C 0.679 0.659 -0.715 0.11 -0.12 0.07 -0.17
O -0.605 0.770 -1.179 -0.11 0.15 0.10 -0.03
C -1.527 -0.026 -0.485 -0.31 -0.14 0.03 -0.24
C -1.448 0.035 1.014 -0.08 -0.01 0.19 -0.01
C -0.992 -1.196 0.256 -0.27 -0.13 -0.08 -0.22
O 0.363 -1.542 0.091 -0.06 -0.04 -0.06 -0.02
H 2.207 -0.700 -0.022 -0.24 0.26 0.21 0.09
H 1.165 1.618 -0.661 0.25 -0.24 -0.48 0.08
H -2.465 -0.070 -1.025 0.04 -0.01 0.15 0.15
H -0.696 0.709 1.418 -0.12 -0.19 -0.10 0.12
H -2.364 -0.020 1.591 0.11 -0.13 0.00 0.11
H -1.576 -2.102 0.359 -0.03 0.12 -0.10 0.15
H 2.997 1.263 -0.566 0.44 0.08 0.05 0.07
H 3.097 1.087 0.145 0.30 0.19 0.01 0.08
```
Positions in Å, forces in eV/Å.

## Properties
* structure (SMILES): C1=CO[C@@H]2C[C@@H]2O1.[H][H]
* net charge: 0
* E_tot: -9405.82848 eV
* gap between HOMO and LUMO: 9.183 eV
* LUMO energy: 1.04 eV

Entry 3:
Entry from OMol25: 2 unconnected molecules or ions with the total composition C5H8O2 (wB97M-V/def2-TZVPD).

```
15
Properties=species:S:1:pos:R:3:forces:R:3:lowdin_charge:R:1
O 0.195 0.698 -1.877 -0.19 0.44 0.21 0.04
C -0.310 1.334 -0.984 0.16 -0.13 -0.30 -0.27
C 0.325 1.483 0.403 0.07 0.19 -0.07 -0.18
O 0.261 0.359 1.244 -0.14 0.03 -0.05 -0.14
C 0.799 -0.902 0.862 0.23 -0.19 0.18 -0.30
C -0.087 -1.930 0.271 0.27 -0.12 -0.14 -0.02
C 0.832 -1.452 -0.511 -0.07 -0.24 0.11 0.00
H -1.259 1.882 -1.163 0.13 -0.01 0.03 0.11
H 1.356 1.828 0.228 -0.03 -0.14 0.07 0.13
H -0.214 2.264 0.950 0.13 -0.06 -0.12 0.12
H 1.558 -1.182 1.592 -0.05 0.11 -0.05 0.13
H -0.913 -2.606 0.423 0.14 0.04 0.01 0.10
H 1.333 -1.459 -1.463 -0.07 0.06 0.10 0.11
H -1.739 -0.437 0.153 -0.27 0.14 -0.01 0.08
H -2.139 0.121 -0.127 -0.29 -0.11 0.04 0.09
```
Positions in Å, forces in eV/Å.

## Properties
* structure (SMILES): O=CCOC1C=C1.[H][H]
* net charge: 0
* E_tot: -9404.71940 eV
* gap between HOMO and LUMO: 10.289 eV
* LUMO energy: 0.87 eV

Entry 4:
Entry from OMol25: a molecular structure, C5H8O2 (wB97M-V/def2-TZVPD).

```
15
Properties=species:S:1:pos:R:3:forces:R:3:lowdin_charge:R:1
C 1.182 1.349 0.714 -0.08 0.02 -0.07 -0.03
C 0.883 0.140 -0.174 -0.24 0.79 -0.22 -0.29
O 1.041 -1.207 0.324 -0.10 -0.27 -0.08 -0.04
C -0.215 -1.587 -0.277 -0.08 -0.32 0.11 -0.20
C -1.279 -0.964 0.557 -0.23 0.23 -0.12 0.01
C -0.581 -0.169 -0.540 0.22 -0.01 0.10 -0.39
O -1.340 0.340 -1.602 0.75 0.27 0.23 0.04
H 0.419 1.537 1.481 0.18 -0.32 -0.08 0.08
H 2.173 1.331 1.185 -0.21 -0.23 -0.11 0.08
H 1.178 2.230 0.054 0.00 -0.19 0.11 0.08
H 1.519 0.190 -1.068 -0.30 0.20 -0.06 0.15
H -0.299 -2.467 -0.917 0.20 0.18 0.38 0.16
H -2.285 -1.183 0.210 0.00 -0.04 0.20 0.12
H -1.140 -0.846 1.635 0.05 0.07 -0.41 0.12
H -1.256 1.307 -1.582 -0.17 -0.36 0.01 0.11
```
Positions in Å, forces in eV/Å.

## Properties
* net charge: 0
* E_tot: -9407.06563 eV
* gap between HOMO and LUMO: 10.264 eV
* LUMO energy: 0.78 eV